The following is a DFT calculation (wB97M-V/def2-TZVPD) of a structure of composition C29H24F6N5O3Ti.

Structure (XYZ):
```
68
Properties=species:S:1:pos:R:3
F 3.20 1.18 -0.65
C 3.87 -1.81 1.44
C -0.16 -0.86 -4.36
H -1.21 -2.88 1.88
C 3.82 0.06 -0.27
C -0.80 -2.37 3.98
C -1.17 2.19 0.22
H 4.57 0.70 2.35
H -2.17 1.12 -5.99
C 0.32 2.41 3.07
C 0.47 -0.89 -3.12
Ti 0.04 -0.48 0.15
C -3.18 3.48 -1.23
N -1.85 0.06 -0.63
H 0.46 0.89 6.14
H 1.73 -4.02 -1.16
H 3.08 1.52 1.84
C -0.91 -2.11 2.59
H -0.22 -1.76 -4.95
H 3.00 0.25 3.06
O -1.39 -4.02 -0.24
C -2.05 1.44 -0.59
H -2.59 -1.76 -1.31
F 3.59 -2.80 0.59
H -2.37 5.29 -0.42
C 0.32 1.02 5.07
H 0.16 2.17 -2.10
N -0.62 -0.95 2.09
C -2.75 -0.69 -1.34
C 3.50 0.57 2.15
C -2.29 4.21 -0.46
C -0.76 0.33 -4.77
C 0.73 -4.44 -1.28
H -1.04 -3.36 4.35
C -3.98 1.26 -2.07
H 0.68 -5.45 -0.86
N -1.45 0.41 -5.97
H -1.79 -0.47 -6.32
C -0.37 -1.38 4.80
N -0.23 1.37 0.90
C -3.09 2.07 -1.31
C -1.28 3.57 0.27
H -0.59 4.15 0.87
H -1.03 2.41 -4.24
C -0.60 1.45 -3.96
C 0.05 1.31 -2.76
C -0.08 -0.10 4.28
F 5.22 -1.74 1.54
H 0.52 -4.52 -2.35
F 3.42 -2.20 2.65
O 0.01 -2.31 -0.60
F 5.13 0.36 -0.12
H 0.90 -1.81 -2.75
H -3.96 3.99 -1.78
C -0.23 0.07 2.90
C 0.50 2.22 4.47
H -0.26 -1.55 5.86
O 1.89 -0.69 0.94
H 0.79 3.07 5.08
F 3.72 -0.81 -1.29
N 0.55 0.16 -2.31
H 0.47 3.39 2.64
C 3.21 -0.47 1.06
H -4.79 1.71 -2.62
H -4.46 -0.80 -2.58
C -0.32 -3.56 -0.65
C -0.03 1.37 2.26
C -3.79 -0.14 -2.04
```

E_LUMO (alpha / beta): 0.0938 / 0.0949 Ha
Relative energy (zero: lowest compared OMol25 entry of this formula, charge and spin): 1.4 kcal/mol
Kohn-Sham gap (alpha / beta): 4.60 / 6.90 eV
Spin multiplicity: 3
Expectation value of S²: 2.023
Charge: -1
Electronic energy: -3067.9610 Ha

The following is a DFT calculation (wB97M-V/def2-TZVPD) of a cluster of 8 separate species, C6H30N2O7 in total.

Structure (XYZ):
```
45
Properties=species:S:1:pos:R:3
H -3.11 0.92 -2.00
H 0.33 1.85 -2.47
O 2.64 -0.27 2.14
H -1.88 0.84 -2.79
N 0.85 -0.45 -0.69
H -3.12 -0.66 1.21
H 1.56 -2.59 2.17
H 1.84 -2.70 -0.68
H -2.88 3.07 -0.08
H 1.25 -4.23 1.73
O -2.62 0.27 -2.54
H -1.87 1.94 -0.06
H -2.26 0.30 1.95
H 3.62 2.43 1.39
H -0.82 -1.61 -0.02
H 0.33 -1.15 1.22
H 2.80 -3.43 1.30
C 1.06 -2.83 0.09
H 3.25 1.53 0.28
H 2.41 -1.19 1.97
O 2.88 2.24 0.82
H 0.80 -0.83 -1.63
H 0.45 -3.55 -0.46
H -0.17 4.86 0.20
H 2.26 0.17 1.37
H 1.38 4.14 -0.34
H 0.26 1.01 0.49
O -2.83 2.11 -0.06
H 0.47 3.45 0.99
H -0.68 -2.71 -2.59
O -2.66 -0.56 2.05
C 1.71 -3.31 1.38
H -1.56 -2.23 2.51
C 0.03 0.76 -0.56
H -0.40 3.69 -1.83
O 0.15 -2.33 -2.91
H -0.93 -3.50 2.82
H -1.06 0.64 -0.72
C 0.25 -1.51 0.19
N -0.40 3.15 -0.97
C 0.37 3.94 0.01
O -1.31 -3.05 2.05
H 0.57 -3.04 -3.41
H 1.53 2.11 -1.43
C 0.44 1.96 -1.38
```

E_LUMO: 0.0205 Ha
Relative energy (zero: lowest compared OMol25 entry of this formula, charge and spin): 61.9 kcal/mol
Kohn-Sham gap: 9.61 eV
Spin multiplicity: 1
SMILES string: CCCNCCNC.O.O.O.O.O.O.O
Electronic energy: -882.7340 Ha

The following is a DFT calculation (wB97M-V/def2-TZVPD) of a cluster of 7 separate species, C7H27NO6 in total.

Structure (XYZ):
```
41
Properties=species:S:1:pos:R:3
H -0.45 2.61 0.20
C -0.65 0.29 -0.78
H -1.84 1.08 3.41
H 1.65 -2.53 -1.66
H 1.61 -1.28 3.26
H -2.19 -2.14 -2.34
C -0.35 -0.62 0.40
H 1.68 -2.45 2.19
C 1.09 3.66 -0.84
O -1.42 1.30 2.59
H -0.99 -2.56 1.33
O -1.41 -2.53 -2.78
H 2.97 -1.50 -1.28
H 1.93 3.40 -1.56
H -2.04 -2.01 0.02
H 0.21 -2.91 -1.46
H -3.77 0.37 -1.72
C -1.73 0.32 -1.55
H 1.45 0.59 -0.97
O 3.82 -1.20 -1.60
H -0.86 -1.77 -2.97
H 1.66 4.17 -0.04
H -0.08 0.09 1.15
C -1.40 -1.69 0.82
C 0.51 1.16 -1.10
O 1.06 0.72 3.62
H 0.98 2.14 0.79
H -1.55 0.80 -2.55
H -3.31 -0.67 -0.52
H 0.51 1.65 -2.12
H 4.28 -0.52 -1.14
N -3.03 -0.17 -1.37
C 0.53 2.37 -0.18
O 1.00 -2.67 -0.96
H 1.08 0.83 2.67
H 0.25 1.03 4.00
H -1.45 0.46 2.08
H 0.56 -1.21 0.29
H 0.16 4.16 -1.26
O 1.49 -1.51 2.34
H -1.97 -1.27 1.59
```

E_LUMO: 0.0161 Ha
Relative energy (zero: lowest compared OMol25 entry of this formula, charge and spin): 71.3 kcal/mol
Kohn-Sham gap: 8.41 eV
Spin multiplicity: 1
SMILES string: CCC/C(=C/N)CC.O.O.O.O.O.O
Electronic energy: -789.0136 Ha

The following is a DFT calculation (wB97M-V/def2-TZVPD) of a structure of composition CH3Br2PS.

Structure (XYZ):
```
8
Properties=species:S:1:pos:R:3
H -2.16 -0.14 -1.54
Br -4.02 1.00 -0.05
C -2.51 0.00 -0.43
H 1.26 -0.33 1.54
H 1.62 0.75 0.20
P 0.72 -0.24 0.19
S -0.94 0.96 0.66
Br -2.69 -1.82 0.09
```

E_LUMO: -0.0031 Ha
Relative energy (zero: lowest compared OMol25 entry of this formula, charge and spin): 77.9 kcal/mol
Kohn-Sham gap: 9.41 eV
Spin multiplicity: 1
Electronic energy: -5927.4095 Ha

The following is a DFT calculation (wB97M-V/def2-TZVPD) of a structure of composition C30H56F6LiO24P.

Structure (XYZ):
```
118
Properties=species:S:1:pos:R:3
H 6.86 1.30 18.90
H -2.67 -9.11 17.09
P -0.23 -3.60 17.99
H -10.77 -4.13 21.71
C 4.62 -6.02 15.40
H -4.46 0.76 22.41
F 0.05 -2.00 18.06
C 7.48 -1.99 13.58
H -2.53 -4.63 25.20
H 5.16 -4.99 17.19
O -9.14 -3.18 19.96
C -10.11 -2.47 20.77
C -4.39 -4.23 24.22
H 7.48 -1.08 14.18
H 3.98 -5.21 15.07
H 3.61 -10.26 21.79
C 5.91 -11.54 17.42
O 5.20 -10.54 18.11
H -3.25 -7.31 19.15
H 6.73 2.86 18.00
F -1.87 -3.23 17.98
H 1.09 1.80 18.86
H 6.58 -11.26 16.61
O -2.77 -3.08 27.50
O 4.26 -11.83 19.83
C 2.21 -9.09 20.71
O 3.52 1.32 17.74
O -3.66 2.92 20.28
O 2.91 2.73 19.41
H -10.49 -1.56 20.29
C 3.79 2.01 18.72
O -7.99 -3.80 18.35
O 1.38 0.08 13.96
H 3.56 1.45 14.12
F -0.10 -3.54 16.38
F -0.33 -3.55 19.63
C -2.96 -3.81 24.63
O -8.23 -1.56 18.66
H -2.13 -0.18 15.18
C 3.67 -9.39 21.13
C -4.20 1.68 20.57
H -0.92 -0.47 13.06
O 1.80 2.21 13.37
O 5.34 -2.81 15.17
H 4.19 -8.59 21.65
C -3.43 3.56 21.44
H -6.16 -3.46 17.40
C -1.25 0.54 13.31
O -4.14 -1.42 26.81
H 5.19 -12.20 16.93
O -3.28 4.81 21.58
H -2.80 0.70 21.78
C 3.18 2.00 13.26
H 0.28 3.48 17.41
H -11.52 -3.91 20.17
H -1.83 -9.29 18.51
H -4.32 -7.86 17.83
O -0.28 1.58 13.44
C -8.41 -2.73 19.01
O -3.41 2.68 22.43
H -5.28 1.79 20.61
H -5.31 -0.14 27.91
H -9.56 -2.06 21.62
C -7.18 -3.77 17.18
Li 2.66 -1.55 16.32
H 3.83 2.82 12.94
H -6.91 -4.70 16.68
H 6.46 -12.16 18.12
H 5.89 1.49 17.49
H -11.99 -2.93 21.76
H -1.67 0.89 12.36
C -2.86 -9.32 18.14
O -3.60 -10.46 18.56
H 3.31 1.26 12.47
C -4.63 -0.98 28.05
H -4.78 -3.51 23.51
H 1.05 3.00 20.06
H -5.11 -1.74 28.67
H 1.55 -9.04 21.58
H 2.02 -8.24 20.05
O 5.05 2.35 19.15
H 6.17 -6.36 16.77
H -3.75 -0.66 28.61
O 6.66 -4.68 15.65
F -0.39 -5.30 18.03
H -7.69 -3.22 16.38
H -4.99 -4.14 25.13
H -3.04 1.27 14.46
C 1.24 3.70 17.89
H 1.92 3.71 17.04
O 4.54 -9.55 20.01
C -2.41 0.40 14.30
O 7.50 -3.13 14.39
H 1.85 -9.97 20.18
H 1.23 4.72 18.28
H -3.16 -0.21 13.78
C 4.59 -10.73 19.34
H 8.36 -1.95 12.93
H -2.29 -3.67 23.78
F 1.39 -3.88 18.02
H 4.04 -6.72 16.00
O -4.43 -8.83 19.75
C 0.98 1.22 13.68
C -3.73 -8.18 18.69
H 6.65 -2.00 12.87
H -4.26 -5.19 23.73
H -3.93 0.86 19.91
C -4.50 -10.19 19.55
C -3.67 1.34 21.92
C -11.26 -3.38 21.09
C 6.41 -3.51 15.05
C 6.20 2.00 18.40
O -5.21 -10.99 20.11
H 5.02 -6.57 14.55
O -3.12 -2.54 25.26
C 1.53 2.76 19.10
C 5.70 -5.46 16.37
C -3.31 -2.40 26.60
```

E_LUMO: -0.0300 Ha
Relative energy (zero: lowest compared OMol25 entry of this formula, charge and spin): 184.7 kcal/mol
Kohn-Sham gap: 9.50 eV
Spin multiplicity: 1
Electronic energy: -3930.6656 Ha

The following is a DFT calculation (wB97M-V/def2-TZVPD) of a cluster of 2 separate species, CHF2NO3 in total.

Structure (XYZ):
```
8
Properties=species:S:1:pos:R:3
F -0.03 1.42 -0.76
O -1.62 -1.21 -0.15
N -1.09 -0.56 0.73
H 1.21 -0.08 -1.68
O -1.22 -0.44 1.89
F 1.12 0.92 0.99
C 0.49 0.40 -0.13
O 1.14 -0.45 -0.87
```

E_LUMO: 0.0045 Ha
Relative energy (zero: lowest compared OMol25 entry of this formula, charge and spin): 42.6 kcal/mol
Kohn-Sham gap: 10.09 eV
Spin multiplicity: 1
Electronic energy: -518.7681 Ha

The following is a DFT calculation (wB97M-V/def2-TZVPD) of a structure of composition C8H5Cl2NO3RuV.

Structure (XYZ):
```
21
Properties=species:S:1:pos:R:3
C -3.12 1.88 1.80
C 0.37 1.45 -0.98
C -0.88 0.72 2.90
C -1.87 1.24 3.74
H -2.15 1.36 -0.09
H -1.70 1.15 4.81
V 2.69 1.88 -1.50
H 0.03 0.23 3.24
Ru 0.72 0.37 0.48
Cl 3.71 3.69 -1.95
O 2.45 0.10 -3.91
O -0.26 2.04 -1.82
H -3.98 2.32 1.30
Cl 3.08 0.07 0.17
N -0.99 0.83 1.55
C -2.99 1.84 3.19
C 0.19 -1.20 -0.24
H -3.76 2.27 3.83
O -0.15 -2.22 -0.72
C -2.11 1.36 1.00
C 2.56 0.79 -2.96
```

E_LUMO (alpha / beta): -0.6577 / -0.7788 Ha
Relative energy (zero: lowest compared OMol25 entry of this formula, charge and spin): 11.6 kcal/mol
Kohn-Sham gap (alpha / beta): 5.64 / 3.84 eV
Spin multiplicity: 8
Expectation value of S²: 15.821
Charge: +4
Electronic energy: -2545.4952 Ha

The following is a DFT calculation (wB97M-V/def2-TZVPD) of a cluster of 2 separate species, C4H11BO2 in total.

Structure (XYZ):
```
18
Properties=species:S:1:pos:R:3
H -2.28 -3.00 0.49
C -0.01 0.55 0.45
H -1.03 1.92 -0.82
H -2.02 -2.38 -1.50
C 1.25 1.29 0.85
H 1.02 -1.44 1.29
H 0.35 0.95 -1.50
H 0.98 2.30 0.70
H -0.69 0.79 1.26
H 1.68 1.24 1.89
C -0.56 0.96 -0.95
B -0.71 -2.12 -0.11
H 1.27 -1.36 -0.48
O -1.12 -1.95 -1.45
O -1.56 -2.52 0.89
C 0.60 -1.46 0.33
H 1.91 1.20 0.11
H -1.32 0.32 -1.36
```

E_LUMO: 0.0125 Ha
Relative energy (zero: lowest compared OMol25 entry of this formula, charge and spin): 57.8 kcal/mol
Kohn-Sham gap: 9.19 eV
Spin multiplicity: 1
Electronic energy: -334.3469 Ha

The following is a DFT calculation (wB97M-V/def2-TZVPD) of the molecule C6H7F.

Structure (XYZ):
```
14
Properties=species:S:1:pos:R:3
H 0.87 -2.12 0.75
C 0.36 -0.17 -1.03
H 1.78 0.19 0.44
C 0.42 -1.26 1.23
H -1.99 2.20 -1.43
C -1.47 1.36 -1.02
F -0.55 1.08 2.14
C 0.69 0.02 0.41
H 0.85 -1.15 2.23
C 0.07 1.25 0.97
H 1.08 -0.74 -1.61
H -0.65 -1.42 1.33
C -0.66 0.49 -1.68
H -0.80 0.28 -2.74
```

E_LUMO (alpha / beta): -0.0285 / -0.0216 Ha
Relative energy (zero: lowest compared OMol25 entry of this formula, charge and spin): 136.0 kcal/mol
Kohn-Sham gap (alpha / beta): 7.05 / 7.61 eV
Spin multiplicity: 1
Electronic energy: -332.4329 Ha

The following is a DFT calculation (wB97M-V/def2-TZVPD) of a structure of composition C20H24N2O4P2Pb.

Structure (XYZ):
```
53
Properties=species:S:1:pos:R:3
C -1.27 2.05 -1.59
H 1.06 0.87 0.40
H -2.42 3.84 -1.55
H -3.65 -0.90 0.92
C 0.26 -2.56 -1.04
H -3.34 1.59 -1.07
C 2.29 1.64 -2.66
H -1.36 -4.26 0.76
H 0.34 -3.65 -1.14
H 1.61 4.27 -3.03
H -0.62 5.25 -2.50
C 0.81 3.65 -2.63
C 3.71 -0.41 -2.56
O 2.90 -0.23 3.12
C -3.65 0.09 1.40
H 2.80 -3.53 -1.50
C 1.34 -3.30 1.54
C -1.46 3.40 -1.81
H -1.48 3.30 1.17
H 3.12 2.23 -3.05
H -1.76 -3.21 2.17
Pb -0.17 -0.03 1.64
C 1.48 -1.85 -1.59
H -0.66 -2.19 -1.51
P -2.30 1.07 0.82
H -4.49 0.70 1.08
N 0.16 0.14 -1.76
H -3.61 -0.01 2.49
H -3.27 3.08 1.10
C -2.34 1.17 -0.97
H -2.28 0.14 -1.36
C 2.70 -2.47 -1.76
H -2.36 2.65 2.60
H -2.37 -2.78 0.53
C 1.89 -0.20 2.61
H 4.57 0.15 -2.93
C -0.02 1.45 -1.96
C 1.05 2.27 -2.45
O -0.08 0.01 3.93
O 0.02 1.11 5.84
C 1.34 -0.47 -1.95
H 4.76 -2.27 -2.37
O 0.02 -1.12 5.83
N -0.01 0.00 5.36
C -1.55 -3.24 1.10
C -0.43 4.20 -2.34
C 3.81 -1.75 -2.25
H 1.20 -3.29 2.63
C -2.33 2.70 1.51
P 0.00 -2.42 0.74
H 1.25 -4.30 1.13
H 2.30 -2.85 1.28
C 2.48 0.28 -2.42
```

E_LUMO: -0.3053 Ha
Relative energy (zero: lowest compared OMol25 entry of this formula, charge and spin): 9.8 kcal/mol
Kohn-Sham gap: 5.57 eV
Spin multiplicity: 1
Charge: +2
Electronic energy: -2061.7570 Ha

The following is a DFT calculation (wB97M-V/def2-TZVPD) of a cluster of 3 separate species, C4H13NO2 in total.

Structure (XYZ):
```
20
Properties=species:S:1:pos:R:3
C 0.10 1.41 -2.58
O 0.44 -1.99 -0.12
H 0.67 2.32 -2.81
C 0.26 1.77 -0.22
H -0.86 -0.02 1.54
H 0.36 -1.10 -0.52
H 1.57 1.79 1.56
H -0.96 1.66 -2.53
C 0.70 1.31 1.13
H 1.55 0.82 -1.39
H 1.21 -2.39 -0.56
H -0.80 2.04 -0.22
O -1.77 -2.76 1.58
N 0.54 0.81 -1.31
H 0.74 2.75 -0.42
H -2.41 -2.56 0.88
H 0.25 0.69 -3.39
H -0.93 -2.43 1.23
H 0.43 0.12 2.85
C 0.05 0.43 1.89
```

E_LUMO: 0.0272 Ha
Relative energy (zero: lowest compared OMol25 entry of this formula, charge and spin): 27.0 kcal/mol
Kohn-Sham gap: 10.66 eV
Spin multiplicity: 1
SMILES string: C=CCNC.O.O
Electronic energy: -365.3995 Ha

The following is a DFT calculation (wB97M-V/def2-TZVPD) of a structure of composition C35H42Cl2MgN2O3Sb.

Structure (XYZ):
```
86
Properties=species:S:1:pos:R:3
C 0.99 -1.08 -3.90
H 3.54 -0.55 -1.39
Cl -1.12 1.52 0.60
C -0.30 0.90 4.28
Cl -2.83 -0.22 -1.85
H -0.45 1.50 -4.99
N -0.51 -3.91 -0.62
H -0.12 2.94 3.61
H 0.14 -4.69 1.19
C -2.61 4.38 -3.50
H -2.78 -0.18 1.31
H -0.03 -3.00 3.14
H -2.02 -4.70 -1.78
H -0.74 2.36 7.85
H 4.76 2.20 0.83
H -5.71 5.16 -2.30
C -0.72 -2.71 -1.16
O 1.46 0.74 -1.54
Sb 0.18 0.10 2.31
C -1.56 3.33 -3.32
H -1.83 -4.71 3.15
C 3.85 -2.37 1.61
H 2.55 -0.09 4.52
H 1.17 -5.06 -0.21
H -4.12 -4.10 2.36
C -0.28 2.28 4.46
C -3.32 -3.36 2.33
C -3.45 6.47 -4.48
C -0.43 2.80 5.75
H -3.99 3.31 -2.27
H 1.67 -1.19 -3.05
H 2.43 -2.16 -5.13
H -1.79 -5.52 -0.20
H -1.84 0.41 -4.67
C 4.57 -2.29 2.80
H 3.67 3.39 0.05
C 4.13 -1.45 3.83
C 2.21 -0.83 2.51
O -0.01 -1.68 -0.98
H 5.08 2.73 -0.83
C 0.04 -0.19 -3.90
C 2.92 -0.73 3.70
C -2.44 5.48 -4.36
C 4.19 0.17 -0.89
C -2.04 -3.70 2.79
O -1.72 2.20 -2.85
C -1.28 -5.04 -1.05
C 0.58 -4.26 0.28
H 4.17 -3.05 0.83
C -1.31 -1.45 2.29
C -1.02 -2.74 2.77
H 1.22 -3.41 0.54
C -0.63 1.95 6.84
H -0.87 -0.11 7.48
C -3.60 -2.08 1.83
N 3.47 1.41 -0.67
C 1.34 -2.06 -5.02
C -0.77 0.43 -4.94
H -0.39 3.88 5.90
H 0.94 -3.06 -4.82
C 2.71 -1.57 1.44
H -0.55 3.73 -3.63
H 4.57 -0.25 0.05
H -5.43 7.10 -3.86
H -1.60 -2.67 -1.79
H -0.61 -1.04 5.19
C -4.64 6.34 -3.75
H -0.59 0.03 -5.97
C -0.55 0.03 5.35
H 1.76 2.54 -0.60
C -3.84 4.22 -2.84
C 2.18 1.58 -0.97
C 4.28 2.49 -0.12
H 0.92 -1.74 -5.99
C -4.83 5.22 -2.92
H 5.06 0.39 -1.52
H -3.29 7.36 -5.11
C -2.58 -1.14 1.78
Mg -0.57 0.30 -1.61
C -0.70 0.57 6.64
H 2.20 -1.56 0.48
H -4.60 -1.81 1.45
H 5.50 -2.86 2.93
H -0.63 -5.79 -1.52
H 4.72 -1.33 4.75
H -1.51 5.54 -4.94
```

E_LUMO: 0.0850 Ha
Kohn-Sham gap: 4.75 eV
Spin multiplicity: 1
Charge: -1
Electronic energy: -3054.8893 Ha